1.
This record from the Open Molecules 2025 dataset describes 2 unconnected molecules or ions with the total composition C4H13N2O in a non-equilibrium geometry. The level of theory is ωB97M-V with the def2-TZVPD basis set.

Element x y z (Å)
C -1.02 2.61 -1.76
N 0.35 2.45 -1.27
C 0.39 1.38 -0.21
O -0.08 0.18 -0.56
H -1.51 1.68 -2.06
H -1.08 3.33 -2.58
H -1.64 3.07 -0.98
H 0.85 2.06 -2.06
H -0.19 1.86 0.63
H 1.47 1.39 0.09
C -0.57 -1.72 2.16
C 0.68 -2.14 1.41
N 0.29 -2.62 0.08
H -1.28 -2.54 2.20
H -0.32 -1.36 3.17
H -0.93 -0.84 1.62
H 1.28 -1.23 1.30
H 1.23 -2.96 1.90
H -0.08 -1.79 -0.40
H 1.06 -2.96 -0.46

The net charge is -1. The energy relative to the best compared isomer or geometry (same formula, charge and spin) comes out at 0.595 eV. The strongest force on any atom comes out at 1.04 eV/Å.

=====

2.
This record from the Open Molecules 2025 dataset describes 6 unconnected molecules or ions with the total composition C29H66BN3O8Si. The level of theory is ωB97M-V with the def2-TZVPD basis set.

Element x y z (Å)
C 5.25 4.01 5.12
C 4.26 3.24 4.23
C 2.84 3.85 4.22
N 2.61 4.72 3.06
Si 1.02 4.44 2.36
C 0.79 5.68 0.92
O 1.13 7.04 1.16
O 0.75 7.35 2.52
N -0.13 4.59 3.66
C -1.54 4.81 3.34
C -2.35 3.52 3.32
C -2.38 2.80 4.69
B 1.08 2.58 1.59
O 2.34 2.18 1.12
N -0.04 1.63 1.56
C 0.32 0.50 2.44
C -0.26 1.20 0.15
H 6.18 3.45 5.21
H 5.49 4.98 4.67
H 4.85 4.15 6.13
H 4.18 2.21 4.62
H 4.65 3.17 3.21
H 2.70 4.39 5.16
H 2.13 3.01 4.26
H 3.32 4.50 2.37
H -0.23 5.62 0.52
H 1.46 5.36 0.10
H 1.33 8.09 2.70
H 0.20 5.22 4.39
H -1.69 5.34 2.38
H -1.97 5.47 4.11
H -2.01 2.84 2.53
H -3.39 3.80 3.06
H -2.34 1.72 4.55
H -3.31 3.01 5.22
H -1.54 3.11 5.31
H 2.93 1.90 1.83
H 1.02 -0.19 1.96
H -0.58 -0.02 2.77
H 0.82 0.89 3.34
H -1.31 1.37 -0.12
H 0.01 0.15 -0.01
H 0.33 1.79 -0.56
C -3.35 -1.17 -3.71
C -3.77 -1.42 -2.27
C -2.54 -0.97 -1.50
O -1.94 0.08 -2.28
C -2.54 0.11 -3.58
H -4.18 -1.07 -4.41
H -2.71 -1.99 -4.06
H -4.63 -0.79 -2.03
H -4.04 -2.46 -2.06
H -1.82 -1.78 -1.39
H -2.78 -0.58 -0.51
H -3.18 0.99 -3.64
H -1.75 0.20 -4.32
C 0.53 -3.86 -6.24
C 1.74 -3.42 -5.43
C 1.08 -2.80 -4.20
O -0.14 -3.51 -4.00
C -0.43 -4.32 -5.15
H 0.74 -4.64 -6.96
H 0.11 -3.00 -6.78
H 2.33 -4.29 -5.14
H 2.40 -2.73 -5.95
H 0.85 -1.74 -4.37
H 1.69 -2.88 -3.30
H -0.26 -5.37 -4.89
H -1.48 -4.19 -5.41
C 5.66 -1.03 0.85
C 5.00 -1.72 2.04
C 5.01 -0.61 3.08
O 4.88 0.62 2.35
C 5.09 0.37 0.95
H 5.44 -1.51 -0.10
H 6.75 -1.02 0.98
H 3.98 -2.00 1.79
H 5.52 -2.61 2.38
H 5.95 -0.59 3.64
H 4.18 -0.68 3.79
H 4.13 0.44 0.43
H 5.75 1.14 0.55
C -8.67 -1.75 -4.16
C -9.12 -1.98 -2.71
C -7.89 -1.52 -1.94
O -7.29 -0.48 -2.72
C -7.87 -0.46 -4.02
H -9.50 -1.66 -4.86
H -8.03 -2.56 -4.49
H -9.98 -1.35 -2.48
H -9.38 -3.02 -2.50
H -7.17 -2.33 -1.82
H -8.14 -1.12 -0.95
H -8.52 0.42 -4.11
H -7.08 -0.38 -4.76
C 2.18 -5.15 -1.22
C 1.79 -5.67 0.16
C 3.00 -5.26 0.99
O 3.51 -4.06 0.40
C 2.90 -3.85 -0.87
H 1.33 -4.99 -1.89
H 2.87 -5.84 -1.71
H 0.90 -5.16 0.52
H 1.60 -6.74 0.19
H 3.79 -6.03 0.96
H 2.76 -5.07 2.04
H 2.19 -3.02 -0.79
H 3.66 -3.58 -1.60

The calculation puts the total energy at -60544.58573 eV. The strongest force on any atom comes out at 0.99 eV/Å. The SMILES is CCCN[Si](COO)(NCCC)B(O)N(C)C.C1CCOC1.C1CCOC1.C1CCOC1.C1CCOC1.C1CCOC1.

=====

Which value of strongest force on any atom does entry 1 give?
1.04 eV/Å

=====

Which value of strongest force on any atom does entry 1 give?
1.04 eV/Å